# 1
C6H11NO | wB97M-V/def2-TZVPD

The value obtained for the HOMO energy is -0.3403 Ha. The gap between HOMO and LUMO comes out at 0.371 Ha. Its energy relative to the best compared isomer or geometry (same formula, charge and spin) is 246.47 kJ/mol. The structure (SMILES) is C[C@H]1N=COC1(C)C. The calculation puts the LUMO energy at 0.84 eV. The charge is 0.

XYZ file:
```
19
Properties=species:S:1:pos:R:3:forces:R:3:lowdin_charge:R:1
C 0.1167 1.9828 0.2362 1.3214 0.0355 0.4209 -0.035
C 0.6954 0.7434 -0.5137 1.1036 1.5547 0.4224 -0.317
N 2.1663 0.7905 -0.3167 -0.1384 0.1539 -0.5066 0.086
C 2.4969 -0.3277 0.1421 -0.2812 0.6843 0.5488 -0.323
O 1.6319 -1.2184 0.5359 -3.3600 -0.3140 -0.5694 0.006
C 0.1542 -0.5475 -0.0038 -0.3346 -3.7510 0.6609 -0.306
C -0.8975 -0.6645 1.1129 -1.0501 0.2518 -1.7682 -0.018
C -0.3227 -1.5597 -1.0750 -0.7412 2.9975 -0.7271 -0.029
H -0.2884 1.8747 1.2767 1.2830 -0.3742 -0.7265 0.082
H -0.7546 2.2094 -0.2418 -2.5174 1.1539 -1.6394 0.033
H 0.7931 2.8694 0.1888 -0.4284 -0.9183 -0.0103 0.094
H 0.7306 0.6969 -1.6371 -1.2971 0.8422 0.8915 0.157
H 3.4957 -0.5616 0.3267 1.6652 -0.5231 0.3267 0.113
H -0.6621 -1.4244 1.7751 0.8765 -1.6277 1.2396 0.062
H -1.9745 -0.9470 0.7872 1.9026 0.8116 -0.0342 0.128
H -0.9118 0.2220 1.6561 -0.4356 1.3271 1.1518 0.029
H -0.4122 -2.5201 -0.7412 0.4880 -2.6024 1.3255 0.048
H 0.4190 -1.4588 -1.8244 0.3448 -0.4900 -1.3733 0.070
H -1.3913 -1.4226 -1.4678 1.5991 0.7884 0.3670 0.122
```
Positions in Å, forces in eV/Å.

# 2
C12H19NO2Si | wB97M-V/def2-TZVPD

The value obtained for the HOMO energy is -0.2925 Ha. The gap between HOMO and LUMO comes out at 0.324 Ha. Its energy relative to the best compared isomer or geometry (same formula, charge and spin) is 0.00 kJ/mol. The structure (SMILES) is CN1CCO[Si](C)(c2ccccc2)OCC1. The calculation puts the LUMO energy at 0.87 eV. The charge is 0.

XYZ file:
```
35
Properties=species:S:1:pos:R:3:forces:R:3:lowdin_charge:R:1
C 2.5524 0.1240 1.4369 -0.5541 0.9320 0.1009 -0.087
N 2.0707 1.4795 1.1357 -0.0725 0.1564 -0.4489 -0.185
C 0.7747 1.8957 1.7609 1.3772 -0.4263 -0.5523 -0.159
C -0.4724 1.1680 1.2873 -0.0159 0.1458 0.9551 -0.243
O -0.6373 1.5078 -0.0670 -0.6051 -0.5989 -1.1286 -0.178
Si -0.3679 0.2820 -1.1676 -0.2320 -0.0101 -0.4522 0.437
C -0.8907 0.9234 -2.8506 0.6106 -0.0156 0.7704 -0.115
C -1.3931 -1.1998 -0.6513 0.2486 0.8254 0.4915 -0.222
C -0.7557 -2.3011 -0.1202 -0.5217 -0.4611 0.3969 -0.101
C -1.4583 -3.2459 0.6200 -0.8465 0.7536 -0.0520 -0.067
C -2.8138 -3.0224 0.9000 0.4432 -0.3174 -0.4199 -0.081
C -3.4795 -1.9163 0.3777 -0.1372 -0.1165 -0.0441 -0.086
C -2.7575 -1.0242 -0.3902 -0.0674 0.9143 -0.5272 -0.097
O 1.2347 -0.1369 -1.0624 -1.2321 -0.8433 -0.0920 -0.204
C 2.3488 0.6839 -1.2591 -0.0892 0.6110 -1.1134 -0.245
C 2.3524 1.8753 -0.2940 -0.4967 0.0488 1.1685 -0.144
H 3.5757 0.0101 1.1311 0.6378 0.1584 -0.2312 0.078
H 1.9760 -0.5996 0.8826 -0.1718 -0.6984 0.2665 0.060
H 2.5520 -0.0598 2.5048 -0.3030 -0.0283 0.2407 0.085
H 0.6831 2.9572 1.5148 -0.2279 -0.0533 0.1529 0.119
H 0.8932 1.8013 2.8447 -0.0013 -0.0165 -0.0399 0.116
H -0.3933 0.0683 1.4315 0.0421 0.5011 0.0150 0.115
H -1.3577 1.5084 1.8822 0.5483 -0.1971 -0.4803 0.133
H -0.8266 0.2155 -3.6711 0.1625 -0.2011 0.0702 0.038
H -1.9161 1.2655 -2.7845 -0.1707 0.3003 -0.0246 0.031
H -0.2111 1.7537 -3.0368 -0.2065 0.3126 -0.3630 0.030
H 0.3011 -2.3642 -0.2102 0.7822 -0.3093 -0.2109 0.089
H -0.9530 -4.1041 1.0045 0.1764 -0.4302 0.2838 0.094
H -3.3537 -3.7396 1.4922 -0.1288 -0.1617 0.1895 0.095
H -4.5496 -1.7496 0.5551 0.5344 -0.1216 0.0392 0.109
H -3.2311 -0.1029 -0.7672 0.0443 -0.5297 0.2009 0.112
H 2.3030 0.9942 -2.3257 0.3364 0.4004 0.5130 0.124
H 3.2626 0.0853 -1.1928 -0.2052 -0.0520 0.3263 0.116
H 3.3487 2.3447 -0.3096 -0.2146 -0.0417 -0.1975 0.115
H 1.5892 2.6227 -0.6015 0.5562 -0.4300 0.1970 0.119
```
Positions in Å, forces in eV/Å.

# 3
C13H25F3N3O5 | wB97M-V/def2-TZVPD

The value obtained for the HOMO energy is -0.4469 Ha. The gap between HOMO and LUMO comes out at 0.330 Ha. The calculation puts the LUMO energy at -3.19 eV. The charge is +1.

XYZ file:
```
49
Properties=species:S:1:pos:R:3:forces:R:3:lowdin_charge:R:1
N 1.2084 0.2105 0.6870 -0.1267 -0.1798 -0.1326 0.013
C 0.2667 1.1055 0.0018 0.0227 0.1643 0.0481 -0.251
C -1.0692 0.4157 -0.2785 0.0505 -0.1392 0.0550 -0.117
C -1.8534 0.2655 1.0226 0.1053 0.0601 0.2589 -0.234
O -2.2617 1.5714 1.4064 -0.0626 -0.0051 -0.1759 -0.085
C -3.0284 1.6437 2.5845 0.0624 0.0399 0.1363 -0.131
C -4.4015 0.9715 2.3761 -0.1131 0.1163 0.0601 -0.053
N -4.3710 0.2208 1.0715 -0.2016 0.0646 0.0974 0.010
C -4.5795 1.1303 -0.1254 0.2384 0.2070 0.1255 -0.032
C -5.8011 0.7064 -0.9285 -0.0701 -0.1366 1.0411 -0.235
O -5.7643 0.5576 -2.0975 0.0012 0.0015 -1.1375 0.145
C -3.0968 -0.6788 1.0612 0.2154 -0.4552 -0.4233 -0.292
N -3.0448 -1.5105 2.1985 -0.0875 0.3712 0.3280 0.158
C -3.2584 -1.6486 -0.1407 0.0108 0.1089 -0.1606 -0.562
F -2.2388 -2.4889 -0.2037 -0.1933 0.0683 0.0368 0.203
F -3.3791 -1.0320 -1.3218 0.0559 -0.1214 0.1657 0.172
F -4.4007 -2.3497 0.0528 0.0581 -0.0171 -0.0129 0.155
H 2.1272 0.2723 0.2635 0.0345 0.0783 0.1634 0.066
H 0.9305 -0.7583 0.5652 0.0677 0.0248 -0.0419 0.066
H 0.6720 1.4931 -0.9377 -0.0660 -0.1395 0.0126 0.121
H 0.0788 1.9745 0.6411 0.0402 -0.0041 -0.1294 0.110
H -0.8698 -0.5743 -0.6989 -0.0404 0.1209 -0.0521 0.122
H -1.6412 0.9840 -1.0149 0.0096 -0.0188 0.0797 0.122
H -1.1614 -0.1510 1.7708 -0.0927 0.1347 0.0019 0.162
H -2.4993 1.1966 3.4366 -0.0229 -0.0078 -0.1117 0.138
H -3.1634 2.7037 2.7974 0.0450 -0.0917 0.0146 0.143
H -4.6451 0.2703 3.1718 0.0301 0.0211 -0.0734 0.131
H -5.2149 1.6938 2.3045 0.0771 -0.0711 -0.0065 0.138
H -5.1555 -0.4386 1.0940 0.0247 0.0269 -0.0060 0.170
H -4.7384 2.1340 0.2706 0.0310 -0.0225 -0.1281 0.148
H -3.6972 1.1330 -0.7573 -0.1324 0.0214 0.1019 0.121
H -6.7317 0.5387 -0.3452 -0.0156 0.0041 0.0477 0.143
H -3.8730 -2.0352 2.4462 0.1071 -0.1537 -0.1576 0.124
H -2.5821 -1.1129 3.0037 -0.0003 -0.0974 -0.0445 0.113
C 7.3660 -1.4636 -3.5578 -0.0117 -0.0289 0.0444 -0.061
C 6.0431 -0.7357 -3.5023 -0.0095 0.0386 -0.0793 -0.205
O 5.3603 -0.9700 -2.2504 0.0065 0.0171 0.0841 0.030
C 5.7961 -0.2457 -1.2227 0.0108 -0.0175 -0.0509 -0.615
O 6.6423 0.6085 -1.2549 -0.0294 -0.0512 0.0161 0.129
O 5.1163 -0.6198 -0.1312 -0.0413 0.0132 -0.0583 -0.013
C 5.5109 0.0592 1.0652 -0.0447 0.0700 0.1117 -0.042
H 7.2232 -2.5293 -3.3786 0.0068 0.0006 -0.0153 0.083
H 7.8100 -1.3375 -4.5455 0.0056 0.0031 -0.0032 0.083
H 8.0597 -1.0676 -2.8177 -0.0060 0.0093 -0.0068 0.079
H 5.3505 -1.1110 -4.2527 0.0022 -0.0038 0.0119 0.122
H 6.1697 0.3375 -3.6375 0.0099 -0.0029 0.0147 0.122
H 5.4754 1.1374 0.9233 0.0164 0.0043 0.0009 0.095
H 6.5176 -0.2300 1.3608 0.0127 -0.0081 -0.0498 0.100
H 4.7970 -0.2468 1.8244 0.0092 -0.0172 -0.0009 0.090
```
Positions in Å, forces in eV/Å.

# 4
C12H25N5O3 | wB97M-V/def2-TZVPD

The value obtained for the HOMO energy is -0.3368 Ha. The gap between HOMO and LUMO comes out at 0.347 Ha. Its energy relative to the best compared isomer or geometry (same formula, charge and spin) is 325.98 kJ/mol. The structure (SMILES) is [H]/N=C(/N)NCCC[C@H](NC(=O)[C@@H](N)[C@@H](C)CC)C(=O)O. The calculation puts the LUMO energy at 0.27 eV. The charge is 0.

XYZ file:
```
45
Properties=species:S:1:pos:R:3:forces:R:3:lowdin_charge:R:1
H 6.6724 0.7708 -0.7898 0.7850 -1.9515 0.0657 0.052
N 6.9770 -0.2406 -0.5888 -1.1838 2.3086 -0.4501 0.105
C 5.9537 -0.8649 -0.1299 1.2543 2.9916 0.1337 -0.655
N 6.0863 -2.1237 0.2494 -1.5924 -3.3114 2.4087 0.098
N 4.7041 -0.3704 0.2155 -1.6087 -1.7495 -1.2724 0.006
C 4.2974 0.9586 -0.1390 1.9660 1.2979 2.5504 -0.256
C 3.0114 1.3006 0.5620 -1.1429 0.6154 -0.1883 -0.166
C 1.8729 0.5261 -0.2031 3.0965 1.9916 -0.8233 -0.186
C 0.5851 0.8399 0.3692 -1.8775 1.8520 -0.0847 -0.235
N -0.3696 -0.2051 -0.0045 1.6363 0.3470 -2.5832 0.124
C -1.4532 -0.4459 0.7470 0.0634 2.0510 -1.1015 -0.484
O -1.5974 0.2673 1.7278 -0.7505 -0.4313 1.1371 0.045
C -2.4630 -1.3856 0.1917 -1.1789 -0.9959 2.4364 -0.318
N -3.3369 -1.8337 1.3364 2.5500 0.5409 2.3970 0.030
C -3.2592 -0.7648 -0.9592 -0.3901 -0.3370 0.3069 -0.349
C -4.3895 -1.6610 -1.4236 -2.0449 -2.5012 -0.8691 -0.102
C -3.9531 0.5970 -0.7567 1.3959 2.1236 -0.2115 -0.232
C -5.1146 0.6897 0.2134 -0.9686 -1.0294 2.2414 -0.131
C 0.1035 2.3734 -0.0060 -0.9130 -0.3279 -0.1035 -0.351
O 0.6021 3.1615 -0.7867 -0.6310 -1.7661 1.5524 0.108
O -1.0278 2.7016 0.7200 3.4726 4.8598 -4.1412 0.126
H 7.0401 -2.3897 0.2481 0.7838 -0.5326 0.0502 0.083
H 5.5659 -2.3559 1.1533 1.1805 0.3700 -1.9348 0.143
H 4.0608 -1.0850 -0.1802 0.2204 0.7003 0.7322 0.134
H 5.1536 1.5720 0.3081 -1.2200 -0.2036 -1.0167 0.146
H 4.1435 1.1320 -1.1700 0.4100 0.2537 -1.4137 0.107
H 2.8349 2.4598 0.5888 0.1840 -2.2987 -0.0187 0.157
H 3.0216 0.8373 1.5555 0.1796 0.6650 0.1660 0.116
H 2.1160 -0.5226 -0.1242 -0.2199 -0.3970 -0.0959 0.109
H 2.0138 0.8929 -1.2514 -0.6658 -0.6101 0.4768 0.140
H 0.6480 0.9470 1.4492 -0.1116 -0.5958 0.1837 0.152
H -0.2141 -0.5029 -1.0200 -0.8015 0.1133 2.2514 0.196
H -1.8605 -2.2617 -0.0923 -0.5900 -0.0200 -0.5428 0.151
H -2.4982 -2.0984 2.1573 -3.6374 1.1148 -2.6186 0.172
H -3.8586 -0.9528 1.6941 1.4559 -1.9355 -0.4507 0.077
H -2.4517 -0.6779 -1.6751 -0.3236 0.3742 -0.9635 0.123
H -4.9386 -1.3143 -2.3623 1.2624 -0.2155 0.8615 0.100
H -4.1677 -2.7910 -1.5725 0.0316 1.9473 0.2304 0.110
H -5.2673 -1.6620 -0.7038 1.4783 -0.2320 -0.5792 0.062
H -4.3842 0.8180 -1.7580 0.6026 0.1614 0.4639 0.113
H -3.1911 1.4547 -0.4753 -1.3531 -1.6318 -0.7704 0.140
H -5.7689 -0.3069 0.2130 1.3155 2.4999 0.3564 0.100
H -5.7847 1.5509 0.0313 0.3235 -0.5266 -0.3910 0.072
H -4.7327 0.9407 1.2752 -0.5928 -0.8581 -1.4004 0.090
H -1.3813 2.0253 1.1660 -1.8501 -4.7207 3.0230 -0.021
```
Positions in Å, forces in eV/Å.

# 5
C5H14O | wB97M-V/def2-TZVPD

Its spin multiplicity is 2. The value obtained for the HOMO energy (alpha / beta) is -0.5533 / -0.5520 Ha. The gap between HOMO and LUMO (alpha / beta) comes out at 0.425 / 0.190 Ha. Its energy relative to the best compared isomer or geometry (same formula, charge and spin) is 94.98 kJ/mol. The calculation puts the LUMO energy (alpha / beta) at -3.50 / -9.84 eV. The charge is +1.

XYZ file:
```
20
Properties=species:S:1:pos:R:3:forces:R:3:mulliken_spin:R:1
C -1.2006 0.1345 1.9997 -2.8313 -2.0285 -3.3658 0.002
C -1.6961 -0.9770 2.9334 -0.5311 0.2380 0.2315 0.000
H -1.2356 -0.3922 0.9133 0.4264 1.4413 2.0180 -0.001
H -1.8786 0.9960 1.9048 0.0547 -0.3504 0.2694 0.000
H -0.2654 0.5179 2.2420 1.9880 0.3606 0.2850 0.004
H -1.4081 -0.6186 3.9086 0.3120 -0.5498 0.6875 0.001
H -1.2143 -1.9770 2.6811 -0.9061 1.3004 0.5574 0.000
H -2.8288 -0.9883 3.0244 1.3998 -0.4424 -0.6463 0.001
C 0.8030 0.2924 -0.9871 -0.6301 -1.0680 -1.9545 0.064
C 2.1182 -0.4174 -1.1006 1.7461 -0.5694 -0.2550 0.048
C 0.4258 1.5707 -1.7042 -2.2019 0.5471 -0.6297 0.069
O -0.2099 -0.6472 -1.3920 -0.1944 0.5691 0.7372 0.696
H 0.6326 0.3160 0.1015 -0.4746 0.3967 0.7951 0.115
H 2.4317 -0.7071 -2.1249 -0.6788 0.1240 0.4188 0.011
H 0.3167 1.4254 -2.8016 0.5737 -0.1459 0.6818 0.002
H -0.6095 1.8863 -1.3983 0.6583 -0.4245 -0.0032 0.006
H 0.9625 2.4696 -1.5188 1.1467 0.2911 0.3707 -0.001
H -1.1161 -0.2125 -1.5062 1.1019 -0.3111 0.1291 -0.017
H 2.2121 -1.2700 -0.4303 -0.7427 -0.4922 -0.2795 0.003
H 2.9782 0.1119 -0.7070 -0.2166 1.1138 -0.0476 -0.003
```
Positions in Å, forces in eV/Å.

# 6
C9H11O3 | wB97M-V/def2-TZVPD

The value obtained for the HOMO energy is -0.1562 Ha. The gap between HOMO and LUMO comes out at 0.279 Ha. Its energy relative to the best compared isomer or geometry (same formula, charge and spin) is 109.03 kJ/mol. The calculation puts the LUMO energy at 3.35 eV. The charge is -1.

XYZ file:
```
23
Properties=species:S:1:pos:R:3:forces:R:3:lowdin_charge:R:1
C 2.4951 2.9978 0.7087 0.2038 -2.2809 0.9040 -0.035
C 1.2716 3.7645 0.2977 -0.6531 1.4252 0.4269 -0.705
O 1.2864 4.9999 0.2848 0.6724 -0.1874 -0.1819 -0.027
O 0.2062 3.1043 0.0440 -0.6522 -0.3548 -0.2361 -0.045
H 3.4568 3.4774 0.5621 -0.0656 0.1027 -0.6627 0.060
H 2.4231 1.9226 0.3663 0.4207 1.2398 -0.2243 0.090
H 2.5005 2.8117 1.7960 -0.4690 0.4247 -0.0574 0.075
C -0.8580 -3.6055 -1.5518 -0.9264 1.4085 0.1934 -0.082
C -0.6931 0.0762 0.8066 0.1963 -1.0740 0.5308 -0.387
C -1.0549 0.0472 -0.5434 -0.3531 2.5010 -0.9681 -0.050
C -0.8861 -1.1708 1.4717 1.0408 1.4315 -0.8418 -0.035
C -1.0565 -1.0582 -1.3698 0.7095 -1.3077 0.8835 -0.067
C -0.8772 -2.2799 0.6533 -0.1472 -1.7357 -0.1957 -0.100
C -0.8026 -2.3114 -0.7648 -1.5669 1.0601 1.0855 -0.306
O -0.1821 1.1444 1.3814 -1.2581 -0.1537 0.2115 -0.023
H -0.1460 2.1022 0.7325 0.9398 -0.6188 0.0184 0.040
H -1.3109 1.0817 -0.8468 0.4958 -0.7394 -0.7331 0.118
H -0.8474 -1.1630 2.5532 -0.0478 -0.4302 0.0160 0.098
H -1.1526 -1.0616 -2.4537 -0.2554 0.5554 0.1469 0.098
H -1.0001 -3.2501 1.1456 0.2601 0.0749 -0.0551 0.097
H -1.8248 -4.1139 -1.4987 0.0228 -0.1635 0.6507 0.067
H -0.0650 -4.2258 -1.1808 0.4347 -0.6926 -0.6265 0.060
H -0.8826 -3.2896 -2.5943 0.9979 -0.4853 -0.2849 0.060
```
Positions in Å, forces in eV/Å.